A molecular structure, C11H5N4S2Zr in a non-equilibrium geometry. Source: the OMol25 dataset; level of theory: ωB97M-V/def2-TZVPD.

Positions of all 23 atoms, in Å:
Zr  1.2835  -2.5162  0.0000
S  3.7946  -2.1438  0.0000
C  2.9742  -0.6011  0.0000
N  1.6559  -0.4075  0.0000
C  1.3592  0.9410  0.0000
C  0.0631  1.4988  0.0000
C  -0.1024  2.8878  0.0000
C  1.0076  3.7263  0.0000
C  2.3030  3.1982  0.0000
C  2.4555  1.8000  0.0000
S  3.8988  0.8683  0.0000
H  -0.7918  0.8311  0.0000
H  -1.1044  3.3071  0.0000
H  0.8703  4.8045  0.0000
H  3.1724  3.8471  0.0000
N  -0.8726  -2.5162  0.0000
C  -2.0325  -2.5162  0.0000
C  -3.4460  -2.5162  0.0000
C  -4.1527  -3.4721  0.7647
N  -4.7327  -4.2565  1.3922
C  -4.1527  -1.5603  -0.7647
N  -4.7327  -0.7759  -1.3923
H  1.2835  -4.4278  0.0000

Its total charge is +1. The calculation puts the frontier orbital gap (spin up / spin down) at 5.2 / 5.2 eV.